1.
# C4H9BrNS

A molecular structure, C4H9BrNS (the ωB97M-V functional and the def2-TZVPD basis, OMol25).

```
16
Properties=species:S:1:pos:R:3:lowdin_charge:R:1
C -0.02185 -0.72453 0.62782 -0.14
C -0.50754 0.72046 0.79046 -0.63
C 1.86820 -0.03203 -0.92161 -0.80
C -1.94026 0.85482 0.23371 -0.11
N 0.78177 -1.07003 -0.62392 0.01
S 0.58503 1.82006 -0.14679 0.94
Br 3.42798 -0.22304 0.08078 0.77
H 0.51104 -0.99167 1.47558 0.11
H -0.91262 -1.27686 0.60602 0.11
H -0.43919 1.08108 1.76681 0.09
H 2.12641 0.28390 -1.94867 0.06
H -2.61887 0.01010 0.46696 0.10
H -1.90975 0.75183 -0.84356 0.06
H -2.44773 1.86366 0.37972 0.12
H 1.26043 -1.91839 -0.44508 0.13
H 0.23697 -1.14936 -1.49824 0.19
```

Values from the calculation:
ΔE to the lowest compared entry with this formula, charge and spin: 0.0 kcal/mol
spin multiplicity: 3
charge: +1
expectation value of S²: 2.01
HOMO-LUMO gap (alpha / beta): 7.94 / 7.09 eV


2.
# C2H6N4

A single C2H6N4 molecule (the ωB97M-V functional and the def2-TZVPD basis, OMol25).

```
12
Properties=species:S:1:pos:R:3:lowdin_charge:R:1
N 1.82856 -0.06335 0.02281 -0.01
N 0.68817 -0.10745 -0.63483 -0.29
C -0.02965 1.12583 -0.40804 -0.08
C -1.30885 0.82244 -0.09360 -0.16
N -1.51843 -0.52287 -0.10871 -0.04
N -0.21949 -1.16066 -0.31608 0.01
H 1.57673 -0.37694 1.00255 0.10
H 2.66863 -0.60770 -0.22028 0.10
H 0.52135 2.00772 -0.47055 0.08
H -2.18137 1.40446 0.12589 0.10
H -2.14242 -0.91764 0.57549 0.12
H 0.11677 -1.60384 0.52536 0.08
```

Values from the calculation:
ΔE to the lowest compared entry with this formula, charge and spin: 112.4 kcal/mol
HOMO-LUMO gap: 7.94 eV


3.
# C4H7NO2

A single C4H7NO2 molecule (the ωB97M-V functional and the def2-TZVPD basis, OMol25).

```
14
Properties=species:S:1:pos:R:3:lowdin_charge:R:1
O -1.18627 -2.03277 -0.65989 0.06
C -1.33019 -0.84739 -0.84473 -0.20
C -0.16636 0.11752 -0.92338 -0.26
N 1.15123 -0.50532 -0.77430 0.01
C 1.27934 0.01247 0.60505 -0.13
C 0.03527 0.90084 0.39435 -0.31
O -1.04864 0.73066 1.27498 -0.02
H -2.33331 -0.40531 -1.00080 0.13
H -0.28447 0.73121 -1.82745 0.14
H 1.07148 -1.51944 -0.81137 0.10
H 1.10970 -0.73154 1.39287 0.12
H 2.22762 0.53148 0.78482 0.11
H 0.26836 1.96252 0.24220 0.15
H -0.79376 1.05506 2.14766 0.10
```

Values from the calculation:
ΔE to the lowest compared entry with this formula, charge and spin: 52.0 kcal/mol
HOMO-LUMO gap: 9.99 eV


4.
# C31H34BrF2O3

2 unconnected molecules or ions with the total composition C31H34BrF2O3 (the ωB97M-V functional and the def2-TZVPD basis, OMol25).

```
71
Properties=species:S:1:pos:R:3:lowdin_charge:R:1
C -4.70103 0.52165 2.66546 -0.04
C -3.91352 -0.10318 1.50358 -0.53
C -3.80052 -1.62022 1.73922 -0.06
C -4.65820 0.13482 0.18088 -0.04
C -2.54164 0.56414 1.42552 -0.07
C -1.38724 -0.12044 1.56329 0.05
C -0.10202 0.51601 1.48400 -0.18
C 1.05240 -0.21859 1.54949 0.06
C 2.39839 0.34139 1.53392 -0.19
C 2.73129 1.45763 2.30784 0.02
C 3.98614 2.02232 2.24139 -0.25
F 4.27637 3.13096 2.97073 0.06
C 4.93681 1.46157 1.40775 0.06
C 4.64502 0.34966 0.63902 -0.24
F 5.57246 -0.16328 -0.20991 0.07
C 3.38523 -0.20760 0.71295 0.06
C -0.07873 1.93413 1.25657 0.04
C -1.19789 2.67018 1.11154 -0.07
C -1.16855 4.17734 0.85334 -0.53
C -1.86998 4.46893 -0.48224 -0.04
C 0.27060 4.71870 0.77435 -0.06
C -1.90010 4.89479 1.99801 -0.04
C -2.50152 2.00903 1.18321 -0.29
O -3.53238 2.64761 1.03582 0.03
H -4.81995 1.59388 2.51321 0.07
H -5.68899 0.07277 2.75538 0.08
H -4.17484 0.37289 3.60692 0.09
H -3.25682 -2.10335 0.92754 0.09
H -3.28948 -1.83400 2.67771 0.08
H -4.78833 -2.07581 1.79077 0.09
H -4.10260 -0.29188 -0.65256 0.09
H -5.64579 -0.32292 0.19968 0.08
H -4.77627 1.20182 -0.00423 0.07
H -1.40694 -1.17907 1.73644 0.11
H 0.96253 -1.29173 1.56237 0.13
H 2.01247 1.88557 2.98096 0.13
H 5.91174 1.90802 1.34484 0.13
H 3.15470 -1.05189 0.09267 0.13
H 0.87798 2.40286 1.15006 0.09
H -2.90167 4.12166 -0.45731 0.07
H -1.87065 5.53622 -0.69649 0.08
H -1.36291 3.95908 -1.30009 0.09
H 0.81005 4.54374 1.70510 0.08
H 0.82072 4.25279 -0.04346 0.09
H 0.26324 5.79296 0.59573 0.08
H -1.41982 4.68293 2.95172 0.09
H -1.89144 5.97305 1.84934 0.08
H -2.93519 4.56229 2.05958 0.08
C 6.21579 -2.12554 -2.83023 -0.08
C 4.93790 -2.76176 -2.32321 -0.29
O 3.85591 -2.56791 -3.20084 -0.03
C 2.77693 -3.29463 -2.76263 -0.55
C 1.53383 -3.04227 -3.42742 -0.05
C 0.29831 -3.57395 -3.02923 -0.26
C 0.20150 -4.57892 -2.04182 -0.04
C -1.01794 -5.07744 -1.65691 -0.16
C -2.18126 -4.57899 -2.21383 -0.76
Br -3.84026 -5.28803 -1.66448 0.64
C -2.12042 -3.57494 -3.16349 -0.17
C -0.90643 -3.08529 -3.58259 -0.07
O 2.85687 -4.08696 -1.82889 -0.02
H 6.96628 -2.03016 -2.04390 0.07
H 6.65025 -2.70407 -3.64514 0.07
H 6.01194 -1.13018 -3.22246 0.07
H 5.05646 -3.84477 -2.17927 0.12
H 4.63487 -2.34063 -1.35385 0.10
H 1.55567 -2.34675 -4.24583 0.07
H 1.10645 -4.95209 -1.59633 0.08
H -1.07959 -5.85387 -0.91236 0.08
H -3.03649 -3.17171 -3.56137 0.08
H -0.85969 -2.28857 -4.30550 0.10
```

Values from the calculation:
charge: -1
HOMO-LUMO gap: 3.60 eV


Number 1: largest force on an atom 0.05600 Eh/bohr. Number 2: largest force on an atom 0.09852 Eh/bohr. Number 3: largest force on an atom 0.01007 Eh/bohr. Number 4: largest force on an atom 0.06483 Eh/bohr.